1.
The following is a DFT calculation (the ωB97M-V functional and the def2-TZVPD basis) of C27H27AsClFeNO6S as an isolated structure.

```
65
Properties=species:S:1:pos:R:3
Fe 0.03 0.98 0.30
O 0.11 -1.09 1.29
C 0.36 -1.11 2.70
C 1.11 0.12 3.11
C 2.04 0.11 4.13
C 2.72 1.28 4.43
C 2.44 2.42 3.70
C 1.48 2.35 2.70
N 0.82 1.22 2.42
H 0.92 -1.34 0.83
H 0.89 -2.01 2.98
H -0.62 -1.12 3.17
H 2.25 -0.81 4.67
H 3.46 1.29 5.21
H 2.96 3.35 3.89
H 1.23 3.22 2.11
C -1.22 2.25 -2.77
S -1.70 0.89 -1.78
O -2.82 0.20 -2.36
O -1.94 1.39 -0.39
O -0.48 0.03 -1.68
H -2.02 2.99 -2.74
H -1.06 1.88 -3.78
H -0.30 2.64 -2.34
Cl 3.82 2.62 -2.37
C 3.47 2.81 -0.62
C 2.18 2.09 -0.32
O 2.20 0.89 0.04
O 1.08 2.71 -0.43
H 3.38 3.86 -0.42
H 4.28 2.36 -0.07
C -4.89 -4.50 -3.91
C -3.52 -4.36 -4.15
C -2.74 -3.64 -3.27
C -3.32 -3.07 -2.14
C -4.68 -3.19 -1.90
C -5.46 -3.93 -2.78
As -2.17 -2.12 -0.96
C -0.82 -3.44 -0.57
C -1.19 -4.67 -0.04
C -0.21 -5.61 0.22
C 1.12 -5.32 -0.05
C 1.48 -4.11 -0.61
C 0.51 -3.16 -0.88
C -3.18 -1.74 0.61
C -4.19 -0.78 0.53
C -4.87 -0.41 1.68
C -4.53 -0.97 2.90
C -3.53 -1.93 2.98
C -2.84 -2.31 1.84
H -5.50 -5.06 -4.60
H -3.08 -4.81 -5.03
H -1.68 -3.51 -3.47
H -5.13 -2.74 -1.03
H -6.52 -4.05 -2.59
H -2.23 -4.90 0.15
H -0.49 -6.57 0.64
H 1.89 -6.06 0.17
H 2.52 -3.90 -0.86
H 0.77 -2.21 -1.33
H -4.43 -0.33 -0.42
H -5.66 0.33 1.62
H -5.04 -0.65 3.80
H -3.29 -2.40 3.93
H -2.06 -3.06 1.90
```

The HOMO energy (spin up / spin down) is -11.312 / -11.654 eV. Its multiplicity is 6. The HOMO-LUMO gap (spin up / spin down) comes out at 9.05 / 6.62 eV. As for the charge: +1.

Atomic partial charges in e from the Mulliken method, atoms 1 to 4: number 1, Fe, carries 0.620; number 2, O, carries 0.184; number 3, C, carries -0.542; number 4, C, carries 0.647


2.
The following is a DFT calculation (the ωB97M-V functional and the def2-TZVPD basis) of C27H27AsF3Ge2NO6PtS2 as an isolated structure.

```
70
Properties=species:S:1:pos:R:3
Pt -1.10 -1.48 0.25
F -4.90 -5.26 -0.18
C -5.53 -4.18 0.30
F -5.46 -4.25 1.65
F -6.84 -4.33 -0.01
C -4.99 -2.90 -0.23
C -5.77 -2.01 -0.92
C -5.25 -0.80 -1.40
C -3.92 -0.55 -1.16
N -3.14 -1.40 -0.50
C -3.61 -2.59 0.01
S 0.21 -2.53 -1.50
H -6.82 -2.25 -1.09
H -5.86 -0.10 -1.94
H -3.44 0.37 -1.49
O 4.80 -2.19 0.28
As 3.63 -0.98 0.73
O 4.34 0.19 1.61
O 2.93 -0.44 -0.73
C 2.19 -1.81 1.70
C 2.02 -1.27 2.97
C 0.99 -1.70 3.80
C 0.13 -2.70 3.37
C 0.30 -3.27 2.12
C 1.31 -2.82 1.28
S 1.41 -3.64 -0.31
O 2.79 -3.55 -0.77
O 0.90 -4.97 -0.11
O -2.79 -3.29 0.64
H 4.31 -2.87 -0.22
H 2.70 -0.48 3.29
H 0.86 -1.25 4.77
H -0.68 -3.04 4.01
H -0.36 -4.05 1.77
C 5.38 0.56 -2.15
Ge 3.50 0.92 -1.79
C 2.37 0.73 -3.35
C 3.24 2.58 -0.81
Ge -0.12 0.72 0.21
C -0.73 1.80 -1.30
C -0.68 3.19 -1.30
C -1.02 3.93 -2.43
C -1.41 3.28 -3.59
C -1.45 1.89 -3.62
C -1.11 1.16 -2.49
C -0.08 1.89 1.80
C 1.03 1.92 2.64
C 1.05 2.73 3.77
C -0.05 3.53 4.07
C -1.16 3.51 3.24
C -1.18 2.70 2.12
H 5.78 1.32 -2.82
H 5.50 -0.42 -2.61
H 5.94 0.59 -1.22
H 2.71 1.38 -4.16
H 1.34 1.00 -3.10
H 2.39 -0.31 -3.69
H 3.73 3.42 -1.33
H 3.68 2.47 0.18
H 2.18 2.80 -0.70
H -0.37 3.72 -0.40
H -0.97 5.01 -2.40
H -1.67 3.85 -4.48
H -1.75 1.37 -4.52
H -1.15 0.08 -2.52
H 1.91 1.32 2.42
H 1.92 2.74 4.41
H -0.03 4.16 4.95
H -2.02 4.13 3.47
H -2.06 2.69 1.48
```

The HOMO energy (spin up / spin down) is -3.571 / -5.927 eV. Its multiplicity is 4. The HOMO-LUMO gap (spin up / spin down) comes out at 6.02 / 7.14 eV. As for the charge: -1.

Atomic partial charges in e from the Mulliken method, atoms 1 to 4: number 1, Pt, carries 1.502; number 2, F, carries -0.260; number 3, C, carries 0.986; number 4, F, carries -0.268


3.
The following is a DFT calculation (the ωB97M-V functional and the def2-TZVPD basis) of C27H27BaN2OS4 as an isolated structure.

```
62
Properties=species:S:1:pos:R:3
Ba 0.15 -0.15 -0.11
C -1.68 2.36 -2.76
C -2.09 2.05 -1.34
C -3.00 1.02 -1.07
C -3.52 0.14 -2.18
C -3.44 0.80 0.24
C -4.48 -0.26 0.50
C -2.92 1.57 1.29
C -3.38 1.35 2.71
C -1.98 2.57 1.02
C -1.43 3.44 2.13
C -1.54 2.79 -0.29
C -0.44 3.80 -0.56
H -0.77 1.83 -3.06
H -1.48 3.43 -2.88
H -2.47 2.10 -3.47
H -4.50 0.48 -2.55
H -3.62 -0.89 -1.84
H -2.84 0.11 -3.03
H -4.03 -1.25 0.62
H -5.18 -0.33 -0.34
H -5.07 -0.04 1.39
H -4.21 2.03 2.97
H -2.58 1.52 3.42
H -3.73 0.33 2.88
H -0.48 3.05 2.51
H -2.12 3.51 2.97
H -1.25 4.45 1.78
H -0.84 4.81 -0.70
H 0.14 3.53 -1.43
H 0.26 3.83 0.28
C -2.26 -1.06 5.51
C -1.12 -0.60 4.87
C -0.89 -0.91 3.54
C -1.79 -1.71 2.85
C -2.93 -2.19 3.49
C -3.17 -1.86 4.82
N -1.50 -1.98 1.48
N -2.04 -3.00 1.02
C -1.79 -3.29 -0.35
C -2.05 -4.63 -0.66
C -1.82 -5.07 -1.95
C -1.37 -4.15 -2.90
C -1.14 -2.83 -2.54
C -1.34 -2.31 -1.25
H -2.45 -0.81 6.55
H -0.41 0.02 5.40
H 0.01 -0.55 3.05
H -3.63 -2.81 2.93
H -4.06 -2.23 5.31
H -2.41 -5.30 0.11
H -2.00 -6.10 -2.23
H -1.19 -4.47 -3.92
H -0.78 -2.16 -3.33
O 7.25 0.77 0.31
C 6.05 0.85 0.25
S 5.13 0.95 -1.24
C 3.50 1.04 -0.55
C 3.43 1.00 0.80
S 2.07 1.07 1.91
S 4.98 0.87 1.65
S 2.27 1.17 -1.80
```

The HOMO energy is -3.721 eV. The HOMO-LUMO gap comes out at 5.54 eV. As for the charge: -1.

Atomic partial charges in e from the Mulliken method, atoms 1 to 4: number 1, Ba, carries 1.244; number 2, C, carries -2.220; number 3, C, carries 0.720; number 4, C, carries 2.010


4.
The following is a DFT calculation (the ωB97M-V functional and the def2-TZVPD basis) of C27H27BrCaN6S as an isolated structure in a non-equilibrium geometry.

```
63
Properties=species:S:1:pos:R:3
Ca 1.88 -0.75 0.33
N 4.33 2.72 -1.07
C 3.54 1.82 -0.40
S 4.32 0.27 -0.06
N 2.34 2.31 -0.17
N 1.44 1.45 0.44
C 0.20 1.73 0.56
C -0.47 3.01 0.14
C 0.17 4.03 -0.59
C -0.51 5.18 -0.96
C -1.84 5.37 -0.63
C -2.49 4.38 0.09
C -1.81 3.23 0.47
C -0.70 0.60 1.25
C -1.15 1.18 2.58
C -1.46 0.36 3.60
C -1.23 -1.06 3.51
C -0.39 -1.43 2.50
N 0.05 -0.65 1.50
H 5.32 2.55 -1.05
H 4.00 3.67 -1.07
H 1.20 3.91 -0.86
H 0.02 5.94 -1.52
H -2.36 6.27 -0.92
H -3.53 4.49 0.37
H -2.35 2.50 1.04
H -1.19 2.25 2.72
H -1.79 0.79 4.53
H -1.49 -1.74 4.30
H 0.04 -2.43 2.53
C 1.71 -1.05 -2.63
N 0.74 -0.29 -1.85
C 0.36 0.92 -2.57
C -0.42 -1.14 -1.53
C -1.69 -0.52 -0.94
C -2.83 -0.84 -1.68
C -4.12 -0.62 -1.23
C -4.29 -0.08 0.03
C -3.17 0.29 0.77
C -1.87 0.14 0.31
H 1.28 -1.41 -3.58
H 2.06 -1.93 -2.09
H 2.58 -0.43 -2.83
H -0.05 0.68 -3.56
H 1.24 1.55 -2.68
H -0.39 1.48 -2.00
H -0.09 -1.91 -0.82
H -0.72 -1.67 -2.44
H -2.69 -1.31 -2.65
H -4.97 -0.90 -1.83
H -5.27 0.07 0.45
H -3.30 0.72 1.75
Br 3.50 -5.55 3.54
C 2.60 -5.07 1.97
C 1.84 -5.98 1.26
C 1.21 -5.56 0.11
C 1.35 -4.24 -0.29
N 2.09 -3.36 0.39
C 2.70 -3.77 1.50
H 1.75 -7.00 1.61
H 0.60 -6.24 -0.47
H 0.86 -3.88 -1.18
H 3.30 -3.05 2.04
```

The HOMO energy is -6.439 eV. The HOMO-LUMO gap comes out at 6.15 eV.

Atomic partial charges in e from the Mulliken method, atoms 1 to 4: number 1, Ca, carries 1.134; number 2, N, carries -0.451; number 3, C, carries 0.424; number 4, S, carries -0.631


5.
The following is a DFT calculation (the ωB97M-V functional and the def2-TZVPD basis) of C27H27BrN4O12P2Pb as an isolated structure in a non-equilibrium geometry.

```
74
Properties=species:S:1:pos:R:3
Pb -0.70 0.65 0.29
O 3.05 5.88 0.45
C 2.03 4.96 0.45
C 1.49 4.48 1.64
C 0.51 3.51 1.57
N 0.07 3.04 0.41
C 0.52 3.54 -0.73
C 1.51 4.51 -0.76
C -0.15 2.99 -2.01
O 0.11 3.59 -3.06
O -0.93 2.03 -1.85
C -0.15 2.92 2.84
O -0.15 3.64 3.84
O -0.64 1.77 2.70
H 3.32 6.01 1.37
H 1.83 4.82 2.61
H 1.87 4.89 -1.70
C -3.48 -3.60 3.27
C -2.23 -2.80 3.46
C -1.35 -3.03 4.52
C -0.21 -2.26 4.64
C 0.00 -1.26 3.70
Br 1.51 -0.18 3.92
N -0.81 -1.04 2.69
C -1.88 -1.79 2.56
H -3.63 -4.29 4.10
H -3.42 -4.17 2.34
H -4.34 -2.94 3.19
H -1.56 -3.81 5.24
H 0.50 -2.41 5.44
H -2.51 -1.57 1.71
C 4.98 0.13 0.84
C 3.49 0.18 0.58
O 2.90 1.16 1.40
P 3.06 0.60 -1.16
O 3.82 -0.44 -2.08
O 3.82 1.98 -1.51
O 1.62 0.71 -1.39
P 2.68 -1.50 0.69
O 3.30 -2.16 2.07
O 3.25 -2.32 -0.45
O 1.22 -1.37 0.86
H 5.45 1.02 0.44
H 5.40 -0.75 0.34
H 5.15 0.07 1.91
H 1.95 0.95 1.47
H 3.62 -1.31 -1.63
H 3.14 2.63 -1.68
H 4.13 -2.56 1.84
C -0.72 -2.18 -1.96
N -1.55 -1.30 -1.17
C -2.82 -1.38 -1.22
C -3.64 -0.52 -0.45
C -5.03 -0.50 -0.31
C -5.32 0.51 0.60
C -4.09 1.06 0.97
N -3.09 0.44 0.35
C -0.68 -1.80 -3.41
C -0.75 -2.77 -4.40
C -0.70 -2.42 -5.74
C -0.58 -1.09 -6.11
C -0.52 -0.12 -5.12
C -0.57 -0.46 -3.78
H -1.07 -3.23 -1.87
H 0.29 -2.12 -1.54
H -3.33 -2.14 -1.83
H -5.73 -1.14 -0.82
H -6.29 0.82 0.96
H -3.89 1.85 1.67
H -0.84 -3.82 -4.13
H -0.75 -3.19 -6.50
H -0.54 -0.82 -7.15
H -0.43 0.92 -5.39
H -0.52 0.30 -3.02
```

The HOMO energy is -2.587 eV. The HOMO-LUMO gap comes out at 6.90 eV. As for the charge: -2.

Atomic partial charges in e from the Mulliken method, atoms 1 to 4: number 1, Pb, carries 2.225; number 2, O, carries -0.579; number 3, C, carries 1.284; number 4, C, carries -0.488


6.
The following is a DFT calculation (the ωB97M-V functional and the def2-TZVPD basis) of C27H27BrN8O3S3Zr as an isolated structure.

```
70
Properties=species:S:1:pos:R:3
Zr -0.29 0.50 0.96
C -1.54 0.58 -3.30
C -0.52 0.82 -2.22
O -0.95 0.62 -1.02
C 0.75 1.22 -2.52
C 1.80 1.36 -1.56
C 3.14 1.79 -2.08
N 1.64 1.11 -0.29
N 2.79 1.32 0.46
C 2.52 1.28 1.73
O 1.35 1.12 2.24
C 3.65 1.43 2.69
C 3.42 1.20 4.04
C 4.46 1.33 4.95
C 5.73 1.69 4.53
C 5.96 1.92 3.18
C 4.93 1.79 2.26
H -2.46 1.13 -3.07
H -1.79 -0.48 -3.30
H -1.17 0.87 -4.28
H 1.00 1.37 -3.56
H 3.12 1.90 -3.16
H 3.90 1.06 -1.80
H 3.44 2.74 -1.62
H 2.43 0.92 4.35
H 4.27 1.14 6.01
H 6.54 1.79 5.24
H 6.95 2.20 2.84
H 5.09 1.95 1.20
N -4.10 2.82 0.35
C -2.82 2.40 0.58
O -2.62 1.29 1.04
C -1.68 3.34 0.29
C -0.47 2.83 1.05
H -4.82 2.12 0.37
H -4.25 3.64 -0.20
H -2.00 4.37 0.50
H -1.51 3.28 -0.80
H -0.55 3.07 2.11
H 0.45 3.29 0.67
S -1.07 0.13 3.46
C -2.62 -0.67 3.38
C -3.48 -0.59 4.47
C -4.71 -1.23 4.51
C -5.56 -1.09 5.66
N -6.23 -0.98 6.59
C -5.11 -1.99 3.40
C -4.27 -2.08 2.30
C -3.03 -1.43 2.24
S -2.05 -1.61 0.84
C -6.38 -2.67 3.39
N -7.39 -3.21 3.35
H -3.17 0.00 5.33
H -4.58 -2.67 1.45
C 0.30 -3.67 -7.14
C -0.13 -4.28 -5.80
C 0.40 -3.51 -4.63
N -0.33 -2.74 -3.90
N 0.34 -2.11 -2.89
C 1.61 -2.40 -2.88
N 2.52 -1.85 -2.03
S 2.07 -3.53 -4.14
H -0.11 -4.24 -7.98
H 1.39 -3.67 -7.24
H -0.04 -2.64 -7.22
H 0.20 -5.32 -5.74
H -1.21 -4.27 -5.71
H 2.10 -1.54 -1.14
H 3.33 -2.43 -1.85
Br 1.45 -1.84 1.07
```

The HOMO energy is -1.539 eV. The HOMO-LUMO gap comes out at 5.16 eV. As for the charge: -2.

Atomic partial charges in e from the Mulliken method, atoms 1 to 4: number 1, Zr, carries 0.373; number 2, C, carries -1.733; number 3, C, carries 0.828; number 4, O, carries 0.014


One value per record, in order, for relative energy (zero: lowest compared OMol25 entry of this formula, charge and spin): 0.0, 0.0, 0.0, 2.9, 28.1, 13.4 kcal/mol.
One value per record, in order, for calculated total energy: -160791.0392, -249154.9736, -77503.0658, -136695.0238, -152846.4077, -150337.2821 eV.